Entry from the OMol25 dataset: C25H24AsBrN2O9S2Sn as an isolated structure (ωB97M-V/def2-TZVPD).

Summary:
Frontier orbital gap ... 8.98 eV
Energy relative to the best compared isomer or geometry (same formula, charge and spin) ... 108.4 kJ/mol
E_HOMO ... -9.11 eV

CARTESIAN COORDINATES (ANGSTROEM)
Sn (-2.339380, 0.455536, 0.721764)
N (0.255221, -2.307408, -1.138429)
C (0.749647, -3.472090, -1.857207)
C (0.280160, -4.761326, -1.738181)
C (0.880003, -5.713691, -2.554209)
C (1.900043, -5.363959, -3.437125)
C (2.361331, -4.058583, -3.524788)
C (1.775276, -3.096402, -2.714903)
C (2.024688, -1.669104, -2.507386)
C (2.922921, -0.778490, -3.075516)
C (2.920770, 0.535483, -2.629290)
C (2.046858, 0.954535, -1.630020)
C (1.132608, 0.075070, -1.059707)
C (1.144765, -1.219535, -1.526541)
H (-0.820865, -2.128446, -1.409905)
H (0.136615, -2.472888, -0.130761)
H (-0.500158, -5.010912, -1.031675)
H (0.549411, -6.742212, -2.501492)
H (2.347861, -6.128823, -4.057523)
H (3.166284, -3.802252, -4.200950)
H (3.611792, -1.098217, -3.846354)
H (3.612620, 1.247039, -3.060182)
H (2.069640, 1.978275, -1.280568)
H (0.483199, 0.428690, -0.270129)
O (0.900569, 3.538006, 2.236120)
As (-0.821879, 3.168321, 2.072242)
O (-1.454005, 3.239253, 3.565936)
O (-0.761501, 1.660380, 1.274421)
C (-1.294365, 4.521406, 0.745676)
C (-0.410508, 5.581173, 0.587866)
C (-0.655715, 6.571011, -0.357355)
C (-1.778077, 6.508832, -1.161458)
C (-2.664138, 5.447533, -1.027867)
C (-2.419029, 4.474647, -0.076246)
S (-3.464738, 3.049795, -0.079746)
O (-2.708479, 2.078206, -0.918628)
O (-4.766721, 3.391035, -0.549197)
O (-3.392436, 2.516627, 1.306064)
H (1.015626, 3.702050, 3.183317)
H (0.477072, 5.624063, 1.201979)
H (0.041899, 7.391871, -0.462296)
H (-1.966007, 7.278062, -1.898788)
H (-3.547539, 5.370542, -1.647483)
C (3.631381, -0.280538, 3.053151)
C (2.152604, -0.282335, 3.310855)
C (1.604392, 0.247790, 4.474980)
C (0.234946, 0.256550, 4.658333)
C (-0.538027, -0.284345, 3.642214)
Br (-2.425129, -0.264836, 3.830117)
N (-0.061933, -0.799901, 2.529937)
C (1.263301, -0.790394, 2.378210)
H (4.191924, -0.432587, 3.975143)
H (3.946597, 0.673871, 2.626525)
H (3.910517, -1.065643, 2.350882)
H (2.252517, 0.662828, 5.238028)
H (-0.226462, 0.683432, 5.535690)
H (1.644969, -1.202758, 1.448286)
C (-3.432714, -4.212951, -1.278046)
S (-2.759838, -2.860520, -0.360996)
O (-1.626624, -3.387558, 0.394799)
O (-3.845728, -2.313243, 0.407119)
O (-2.238926, -1.891328, -1.383795)
H (-3.781596, -4.955037, -0.564209)
H (-2.669894, -4.625674, -1.935013)
H (-4.267648, -3.837944, -1.865681)

Cartesian forces (eV/Å) of the 2 atoms listed first:
Sn -0.08 0.48 0.07
N 0.18 0.04 -0.01

natural (NBO) population analysis, charges in e, atoms 1 to 8: 1.5684, -0.6094, 0.1270, -0.2154, -0.1966, -0.1962, -0.2092, 0.0111